30
Properties=species:S:1:pos:R:3 method="wB97M-V/def2-TZVPD" total_charge=-1 homo_ev=-3.6
Cu -4.01559 12.49860 6.56989
Cu -2.22017 12.20641 4.41785
Cl -2.78251 14.75145 5.50203
O -4.23701 11.09223 4.65688
C -3.88310 10.00391 5.46482
C -2.46451 9.94135 6.08163
O -1.94547 11.16440 6.49506
H -4.13430 9.02132 5.02921
H -4.59400 10.06774 6.31945
H -1.84456 9.45582 5.30327
H -2.46016 9.18958 6.88661
C -3.86632 15.52360 8.80579
N -3.75599 14.10455 9.24622
O -4.57204 13.71903 10.06460
O -2.91111 13.43525 8.70660
H -4.69670 15.56655 8.10650
H -2.93343 15.78296 8.31611
H -4.06441 16.10853 9.69986
O -5.87455 13.37462 7.41641
C -6.86671 12.80444 7.81482
O -7.61565 12.12493 6.95354
C -8.67661 11.47774 7.66107
C -8.19554 11.41689 9.12437
C -7.43072 12.73746 9.23501
H -8.71392 10.42565 7.37936
H -9.65317 11.95238 7.61385
H -7.58669 10.55041 9.36959
H -9.08666 11.38079 9.75481
H -6.58085 12.68886 9.91106
H -8.03088 13.62269 9.43707

***

23
Properties=species:S:1:pos:R:3 method="wB97M-V/def2-TZVPD" smiles="CC(C)=N[C@H]1N(Cl)C1(C)C" total_charge=0 homo_ev=-8.4 de_lowest_ev=0.6888
C -2.76576 -0.90992 1.26280
C -1.72292 -0.40529 0.39038
C -2.15006 -0.53815 -1.14854
N -0.74165 0.24493 0.88785
C 0.22339 1.04018 0.31665
N 1.48594 1.32691 1.13830
Cl 1.54166 0.47481 2.67112
C 1.60090 0.48749 -0.05239
C 2.16366 -0.87837 0.05050
C 2.25358 1.26227 -1.20436
H -2.52116 -1.85182 1.75471
H -3.77180 -0.98124 0.84092
H -2.82740 -0.24548 2.10013
H -2.15650 0.59068 -1.55195
H -3.05037 -1.07066 -1.14362
H -1.49566 -1.05465 -1.81438
H -0.13638 1.87781 -0.36410
H 1.54763 -1.60978 0.62582
H 3.06242 -0.84598 0.63552
H 2.39906 -1.40154 -0.78192
H 1.52968 1.09443 -2.11300
H 3.24899 1.00444 -1.46332
H 2.28273 2.38895 -1.03709

***

26
Properties=species:S:1:pos:R:3 method="wB97M-V/def2-TZVPD" total_charge=+1 homo_ev=-13.3
C 2.55012 1.50438 1.84934
C 1.86410 2.86590 1.69836
O 2.30477 3.62971 0.96454
O 0.68800 3.25265 2.38187
C -0.18546 2.22373 2.67693
N -0.83314 1.62334 1.42996
Cl -0.79105 -0.11903 1.56445
H 1.94924 0.71248 2.30949
H 3.49807 1.64833 2.38171
H 2.81786 1.14647 0.84600
H 0.24670 1.41603 3.27306
H -0.99857 2.64906 3.28110
H -0.33033 1.83705 0.55756
H -1.81368 1.89323 1.30301
O 1.38496 -1.93862 -0.97921
C 0.30104 -1.97192 -1.48248
O -0.61913 -0.97974 -1.31720
C -1.85868 -1.35740 -1.95186
C -1.47285 -2.39982 -2.98660
C -0.27706 -3.08198 -2.32923
H -2.53190 -1.75837 -1.18944
H -2.31877 -0.47925 -2.40188
H -2.28651 -3.07848 -3.23508
H -1.15336 -1.90759 -3.90674
H -0.58200 -3.90186 -1.67670
H 0.44763 -3.42828 -3.06096

***

28
Properties=species:S:1:pos:R:3 method="wB97M-V/def2-TZVPD" smiles="C[C@H](Cl)CCOC=O.O=S1(=O)OCCO1" total_charge=0 homo_ev=-10.3
C 2.01003 2.36381 2.33322
C 1.61981 1.45965 1.17795
Cl 1.09014 2.47440 -0.22204
C 0.57626 0.38082 1.47842
C -0.59068 0.71868 2.39218
O -1.70477 1.31313 1.69407
C -1.83820 2.65916 1.82204
O -2.76736 3.16800 2.35609
H 1.14612 2.79683 2.83675
H 2.62252 3.18824 1.97262
H 2.60038 1.79945 3.05840
H 2.51330 0.95144 0.82093
H 0.14917 0.05573 0.52928
H 1.09722 -0.49056 1.88510
H -0.98496 -0.20387 2.81450
H -0.31445 1.35684 3.23445
H -1.02700 3.23012 1.34420
O 0.93038 -1.56192 -1.05625
S 0.82622 -2.20672 -2.31694
O 1.98876 -2.59172 -3.02827
O -0.13161 -1.32602 -3.23693
C -1.23909 -2.10404 -3.71717
C -1.46779 -3.11801 -2.61196
O -0.13573 -3.47363 -2.20788
H -0.96002 -2.58070 -4.65749
H -2.08155 -1.43517 -3.86762
H -1.96842 -4.01983 -2.95157
H -1.99925 -2.68538 -1.76326

***

32
Properties=species:S:1:pos:R:3 method="wB97M-V/def2-TZVPD" total_charge=0 homo_ev=-7.9 de_lowest_ev=0.3513
C 0.79491 -1.98063 1.44083
P 1.76776 -0.61056 0.67717
O 1.55330 -0.91828 -0.94708
Ga 0.85004 1.49828 1.20698
F 1.17920 1.89267 2.93057
C -1.04350 1.84740 0.67971
C -1.98251 0.62406 0.77866
C -3.01351 0.58282 -0.37381
C -2.47907 -0.01217 -1.65075
F -1.23870 0.42643 -1.95497
F -3.29374 0.35174 -2.68954
C -2.44102 -1.59269 -1.64755
F -3.41392 -2.09127 -2.42566
F -1.27598 -2.04378 -2.12512
F -2.61217 -2.09665 -0.41452
O 2.01378 2.72194 0.23540
C 2.03759 2.50153 -1.01109
N 2.18265 2.20252 -2.12644
H 0.36633 -1.68815 2.39666
H 0.00329 -2.24825 0.73783
H 1.43076 -2.85846 1.53751
H 2.42810 -0.96186 -1.34546
H -1.42588 2.61843 1.35388
H -1.08202 2.28486 -0.31738
H -2.55844 0.69562 1.70054
H -1.44235 -0.32393 0.79432
H -3.90664 0.03616 -0.07008
H -3.31842 1.60934 -0.57854
O 4.86538 -0.66933 0.65933
H 4.42113 -1.00107 1.48685
H 5.70501 -1.10774 0.40677
H 4.92863 0.31101 0.65497

***

23
Properties=species:S:1:pos:R:3 method="wB97M-V/def2-TZVPD" smiles="C/N=C/CC(C)(C)[C@@H](F)I" total_charge=0 homo_ev=-9.4 de_lowest_ev=0.8746
C -0.38828 -3.43919 0.39110
N -0.69781 -2.18389 0.01123
C 0.19185 -1.44919 -0.50195
C -0.13748 -0.07493 -1.08867
C -0.03976 1.13845 -0.08741
C -0.25478 2.42459 -0.90726
C -1.00722 0.92329 1.08835
C 1.44117 1.09123 0.45088
F 2.46988 1.10355 -0.40840
I 1.94036 2.81384 1.80066
H -0.96670 -3.76827 1.42233
H -0.88166 -4.12798 -0.30786
H 0.66868 -3.75784 0.37705
H 1.30827 -1.80505 -0.50457
H 0.60776 0.02155 -1.93963
H -1.19842 -0.02274 -1.51115
H 0.18165 3.36240 -0.59990
H -1.23958 2.64169 -1.30051
H 0.36977 2.25920 -1.81423
H -1.33418 1.86191 1.60747
H -0.56378 0.13619 1.81802
H -2.04665 0.57045 0.75379
H 1.57692 0.28074 1.25068

***

Result set for maximum force: 2.35; 4.29; 4.01; 0.48; 1.09; 5.69 eV/A, one per record in the order listed.
Result set for HOMO-LUMO gap: 6.13; 9.15; 8.19; 10.79; 5.91; 9.83 eV, one per record in the order listed.
Result set for energy: -4521.7823; -844.0924; -1090.1205; -1584.3079; -3420.3120; -726.7635 Ha, one per record in the order listed.